No. 1
Computed, not measured: the molecule C4H8O2, with the ωB97M-V functional and the def2-TZVPD basis.

Geometry (Å):
1 C 1.81769 -0.34621 -0.61479
2 O 1.01743 0.08206 0.46327
3 C -0.30558 0.38799 0.08693
4 C -1.17083 -0.84364 -0.15051
5 C -0.86972 1.28233 1.18036
6 O -2.05076 1.43432 1.37618
7 H 2.77818 -0.65749 -0.19854
8 H 1.37208 -1.19958 -1.14879
9 H 1.98196 0.47236 -1.33522
10 H -0.29872 1.01578 -0.82515
11 H -0.93779 -1.32330 -1.10577
12 H -1.00699 -1.57157 0.65138
13 H -2.22549 -0.55486 -0.15009
14 H -0.10146 1.82181 1.77075

Computed properties:
**Energy above the lowest of the compared OMol25 structures with the same formula, charge and spin**: 1.547 eV
**Energy**: -8371.7348 eV

Results of the Löwdin charge analysis, in e, for atoms 1 through 6: -0.101 -0.171 -0.387 -0.031 -0.190 0.063

No. 2
Computed, not measured: the molecule C4H8O2, with the ωB97M-V functional and the def2-TZVPD basis.

Geometry (Å):
1 C 2.10224 -0.28054 -0.07039
2 C 0.79345 0.03348 -0.23958
3 O 0.66932 1.36105 -0.50376
4 C -0.45139 -0.80011 -0.16449
5 C -1.62444 -0.08248 0.53614
6 O -2.15475 0.97009 -0.23103
7 H 2.53574 -1.24274 -0.25609
8 H 2.64916 0.39329 0.59160
9 H 1.65897 1.37735 -0.70959
10 H -0.77924 -1.06753 -1.17290
11 H -0.20571 -1.71936 0.37916
12 H -1.31879 0.25934 1.53850
13 H -2.43912 -0.80227 0.67749
14 H -1.43543 1.60043 -0.37506

Computed properties:
**Energy above the lowest of the compared OMol25 structures with the same formula, charge and spin**: 2.666 eV
**Energy**: -8370.6155 eV

Results of the Löwdin charge analysis, in e, for atoms 1 through 6: 0.008 -0.400 0.011 -0.105 -0.260 -0.060

No. 3
Computed, not measured: the molecule C4H8O2, with the ωB97M-V functional and the def2-TZVPD basis.

Geometry (Å):
1 O -0.03346 1.39642 -0.77885
2 C -1.14850 1.24442 0.18986
3 C -1.29779 -0.22640 0.60596
4 C -0.27705 -1.08431 0.68893
5 C 1.11124 -0.84509 0.44391
6 O 1.50227 -0.75297 -0.85935
7 H -0.46939 1.02713 -1.59113
8 H -0.78659 1.88891 1.00881
9 H -2.03159 1.73892 -0.30021
10 H -2.29849 -0.59377 0.83016
11 H -0.62455 -2.08295 0.87981
12 H 1.55671 -1.64503 0.92375
13 H 1.47569 0.02290 1.04535
14 H 1.10032 -0.03541 -1.26295

Computed properties:
**Energy above the lowest of the compared OMol25 structures with the same formula, charge and spin**: 2.575 eV
**Energy**: -8370.7071 eV

Results of the Löwdin charge analysis, in e, for atoms 1 through 6: -0.128 -0.185 -0.066 -0.099 -0.324 -0.005

No. 4
Computed, not measured: the molecule C4H8O2, with the ωB97M-V functional and the def2-TZVPD basis.

Geometry (Å):
1 C 2.21562 1.18521 0.74384
2 C 1.53659 0.26900 1.42345
3 O 0.90481 -0.75021 0.74029
4 O 0.36112 0.03541 -0.40473
5 C -0.71891 -0.49898 -1.13500
6 C -2.04823 -0.62877 -0.41336
7 H 2.46602 2.14978 1.15924
8 H 2.40031 1.01120 -0.30977
9 H 1.28950 0.32912 2.48265
10 H -0.43454 -1.41671 -1.66169
11 H -0.79917 0.29774 -1.89066
12 H -2.32963 0.31344 0.06848
13 H -2.01516 -1.41708 0.34080
14 H -2.82834 -0.87913 -1.14355

Computed properties:
**Energy above the lowest of the compared OMol25 structures with the same formula, charge and spin**: 4.915 eV
**Energy**: -8368.3669 eV

Results of the Löwdin charge analysis, in e, for atoms 1 through 6: 0.038 -0.216 -0.049 -0.157 -0.259 -0.077

No. 5
Computed, not measured: the molecule C4H8O2, with the ωB97M-V functional and the def2-TZVPD basis.

Geometry (Å):
1 C -0.76108 0.97695 1.31886
2 C 0.04779 0.24244 0.54691
3 O -0.33970 -0.65766 -0.39150
4 C -1.71650 -0.71753 -0.71704
5 O 1.38832 0.33870 0.67794
6 C 2.24745 -0.06392 -0.38394
7 H -0.33346 1.76311 1.92757
8 H -1.82161 0.76816 1.36339
9 H -2.15343 0.28357 -0.62286
10 H -1.78418 -1.05780 -1.75258
11 H -2.24787 -1.40977 -0.05134
12 H 3.24109 0.29190 -0.09057
13 H 2.27188 -1.15472 -0.48853
14 H 1.96131 0.39658 -1.33634

Computed properties:
**Energy above the lowest of the compared OMol25 structures with the same formula, charge and spin**: 2.110 eV
**Energy**: -8371.1718 eV

Results of the Löwdin charge analysis, in e, for atoms 1 through 6: 0.062 -0.464 -0.073 -0.071 -0.064 -0.061

No. 6
Computed, not measured: the molecule C4H8O2, with the ωB97M-V functional and the def2-TZVPD basis.

Geometry (Å):
1 O -0.53748 0.86353 1.60549
2 C -0.80488 0.41152 0.29738
3 C -0.38156 -1.02829 -0.01015
4 C 1.09567 -0.79357 -0.27335
5 O 0.99408 0.19892 -1.29628
6 C 0.10586 1.15500 -0.71474
7 H -0.56812 0.10720 2.21046
8 H -1.86601 0.48422 0.05850
9 H -0.80739 -1.18941 -0.99310
10 H -0.65696 -1.81898 0.67716
11 H 1.64546 -1.67318 -0.56658
12 H 1.52978 -0.25658 0.56846
13 H 0.71903 1.82982 -0.11968
14 H -0.46748 1.70981 -1.44357

Computed properties:
**Energy above the lowest of the compared OMol25 structures with the same formula, charge and spin**: 1.646 eV
**Energy**: -8371.6355 eV

Results of the Löwdin charge analysis, in e, for atoms 1 through 6: -0.026 -0.370 -0.113 -0.189 -0.134 -0.136

No. 7
Computed, not measured: the molecule C4H8O2, with the ωB97M-V functional and the def2-TZVPD basis.

Geometry (Å):
1 C -2.06789 0.17075 -0.31628
2 C -0.80145 0.56960 0.43861
3 C 0.34540 -0.37569 0.12500
4 O 1.57769 0.27066 0.49251
5 C 2.68076 -0.24047 -0.05812
6 O 2.72795 -1.20056 -0.78280
7 H -2.39742 -0.84028 -0.05103
8 H -2.88954 0.85933 -0.09785
9 H -1.89319 0.19071 -1.39840
10 H -0.98613 0.59173 1.51903
11 H -0.49870 1.58202 0.14806
12 H 0.26769 -1.31879 0.67797
13 H 0.38379 -0.61914 -0.94139
14 H 3.55103 0.36013 0.24471

Computed properties:
**Energy above the lowest of the compared OMol25 structures with the same formula, charge and spin**: 0.589 eV
**Energy**: -8372.6931 eV

Results of the Löwdin charge analysis, in e, for atoms 1 through 6: -0.112 -0.234 -0.194 -0.030 -0.355 0.068

No. 8
Computed, not measured: a structure of composition C4H8O2, with the ωB97M-V functional and the def2-TZVPD basis.

Geometry (Å):
1 O 1.13725 0.55710 -0.03437
2 C 1.85690 -0.59472 -0.81632
3 C 0.13937 -0.80976 0.15559
4 C -1.01082 -0.04350 0.88236
5 C -1.69627 1.00456 0.05016
6 O -1.17687 1.59217 -0.88072
7 H 0.63031 1.12762 -0.65053
8 H 2.87784 -0.56137 -0.41988
9 H 1.87420 -0.26715 -1.86351
10 H 0.56139 -1.53646 0.84226
11 H -0.28509 -1.31159 -0.71305
12 H -1.76463 -0.77304 1.21199
13 H -0.63178 0.44882 1.78814
14 H -2.74358 1.24606 0.31864

Computed properties:
**Energy above the lowest of the compared OMol25 structures with the same formula, charge and spin**: 6.631 eV
**Energy**: -8366.6505 eV

Results of the Löwdin charge analysis, in e, for atoms 1 through 6: -0.143 -0.091 -0.141 -0.153 -0.227 0.037

No. 9
Computed, not measured: a cluster of 2 separate species, C4H8O2P in total, with the ωB97M-V functional and the def2-TZVPD basis.

Geometry (Å):
1 C -2.27124 0.17052 -0.55733
2 C -1.85566 -1.06899 -0.38638
3 C -1.52320 1.37455 -0.09510
4 C 2.15599 -0.96164 1.01758
5 O 3.13488 1.44604 0.11799
6 O 4.33797 -0.66147 -0.63858
7 P 3.17775 -0.03688 0.04303
8 H -3.20972 0.36801 -1.06832
9 H -0.91766 -1.27563 0.10311
10 H -0.61482 1.08874 0.42833
11 H -2.14688 1.98252 0.56213
12 H -1.24064 1.99135 -0.94831
13 H 2.11338 -2.01497 0.80295
14 H -2.40547 -1.92483 -0.75470
15 H 1.26532 -0.47730 1.37361

Computed properties:
**Energy above the lowest of the compared OMol25 structures with the same formula, charge and spin**: 0.621 eV
**Energy**: -17662.9504 eV
**Net charge**: -1

Results of the Löwdin charge analysis, in e, for atoms 1 through 6: -0.261 -0.017 -0.113 -0.296 -0.440 -0.437

No. 10
Computed, not measured: a cluster of 2 separate species, C4H8O2PS in total, with the ωB97M-V functional and the def2-TZVPD basis.

Geometry (Å):
1 C 1.46159 0.95957 -1.23877
2 C 0.85553 0.27899 -0.27004
3 C 0.84026 0.90640 1.12678
4 C 0.55071 -1.21233 -0.27138
5 O -2.42433 -1.02202 1.60845
6 O -3.11511 -1.74620 -0.77624
7 P -2.75610 -0.69567 0.20306
8 S -2.71787 1.18977 -0.26746
9 H 1.68002 2.05959 -1.15487
10 H 1.03573 1.91291 0.91481
11 H -0.12024 0.57485 1.57754
12 H 1.61803 0.60734 1.79029
13 H -0.56874 -1.29629 -0.41497
14 H 1.04856 -1.57771 0.55708
15 H 0.93209 -1.62033 -1.10657
16 H 1.67985 0.68113 -2.27772

Computed properties:
**Multiplicity**: 3
**Energy**: -28495.1714 eV
**Net charge**: -1

Results of the Löwdin charge analysis, in e, for atoms 1 through 6: -0.017 -0.423 -0.091 -0.075 -0.424 -0.426

No. 11
Computed, not measured: the molecule C4H8O2S, with the ωB97M-V functional and the def2-TZVPD basis.

Geometry (Å):
1 O 0.69497 1.49092 1.06938
2 C 0.89714 0.94970 -0.23197
3 C -0.22113 -0.04939 -0.35823
4 C 0.06983 -1.15622 0.53584
5 O 0.89291 -2.10029 -0.06626
6 C -1.58448 0.44063 -0.40161
7 S -1.03494 -0.38536 -1.92784
8 H 1.71721 1.50319 1.54432
9 H 0.72188 1.80258 -0.94901
10 H 1.93188 0.64101 -0.39800
11 H 0.62330 -0.54521 1.34109
12 H -0.94130 -1.52395 1.05362
13 H 0.46207 -2.55006 -0.81573
14 H -2.36127 -0.06593 0.17963
15 H -1.86807 1.54837 -0.57521

Computed properties:
**Energy above the lowest of the compared OMol25 structures with the same formula, charge and spin**: 2.739 eV
**Energy**: -19205.6591 eV

Results of the Löwdin charge analysis, in e, for atoms 1 through 6: -0.140 -0.259 -0.810 -0.305 -0.051 -0.374

No. 12
Computed, not measured: a cluster of 2 separate species, C4H8O2S in total, with the ωB97M-V functional and the def2-TZVPD basis.

Geometry (Å):
1 O -0.51788 1.90783 -1.41417
2 C -0.76119 0.53685 -1.39555
3 C -1.45377 0.05156 -0.34505
4 S -1.85652 -1.60918 -0.13752
5 H -1.24443 2.33069 -0.93512
6 H -0.19172 0.02343 -2.21389
7 H -1.74902 0.75997 0.41622
8 H -2.78577 -1.38824 0.81984
9 C 1.49507 -0.88050 0.40319
10 C 1.52685 0.30128 1.30827
11 O 0.93167 1.26814 1.04463
12 H 0.93606 -1.73101 0.75642
13 H 0.97119 -0.54861 -0.52450
14 H 2.45571 -1.25957 0.01701
15 H 2.24375 0.23737 2.20022

Computed properties:
**Energy above the lowest of the compared OMol25 structures with the same formula, charge and spin**: 2.601 eV
**Energy**: -19205.7969 eV

Results of the Löwdin charge analysis, in e, for atoms 1 through 6: -0.037 -0.287 -0.587 0.753 0.096 0.140

> The highest energy belongs to which entry?

number 8